i | ORCA calculation (wB97M-V/def2-TZVPD) on a gas-phase ion, C4H12N2 (charge +2).

Frontier orbital gap   0.4357 hartree
LUMO level   -8.6 eV
Highest occupied orbital energy   -20.4495 eV
Structure (SMILES)   C=[NH+]CCC[NH3+]
Charge   +2

Last column: Löwdin charge in e.
CARTESIAN COORDINATES (ANGSTROEM)
C 0.63903 1.12649 2.87731  0.250
N 0.65479 0.99260 1.59323  0.077
C -0.30239 0.14327 0.92736  -0.176
C 0.02937 -0.91153 -0.13443  -0.126
C 0.33447 -0.27639 -1.56370  -0.133
N -0.78903 -0.53983 -2.46659  0.205
H -0.05358 0.68916 3.58353  0.146
H 1.46063 1.74656 3.22040  0.139
H 1.42791 1.43519 1.10171  0.190
H -1.16955 0.70882 0.52430  0.153
H -0.96381 -0.38637 1.63154  0.147
H -0.71622 -1.70746 -0.11774  0.131
H 0.83603 -1.56137 0.21913  0.129
H 0.48352 0.80720 -1.43169  0.134
H 1.38220 -0.46890 -1.78280  0.147
H -1.76511 -0.54208 -2.10704  0.201
H -0.74389 -1.46634 -2.89971  0.192
H -0.74438 0.21100 -3.17479  0.195

***

ii | ORCA calculation (wB97M-V/def2-TZVPD) on 2 unconnected molecules or ions with the total composition C4H12N2.

Frontier orbital gap   0.1567 hartree
LUMO level   -12.5 eV
Highest occupied orbital energy   -16.7711 eV
Charge   +2

Last column: Löwdin charge in e.
CARTESIAN COORDINATES (ANGSTROEM)
C -0.20869 0.20636 -1.08525  0.084
C 0.63333 -0.96037 -1.57075  -0.081
C 0.62556 -1.56334 -0.12239  0.211
C -0.26393 -0.82908 0.83171  -0.038
N -1.58469 -1.48615 0.96128  0.235
N 1.05791 2.94415 0.77763  -0.022
H -1.14743 0.31942 -1.49406  0.074
H 0.14814 1.23562 -0.98463  0.085
H 0.06224 -1.60809 -2.51206  0.262
H 1.58894 -0.42025 -1.93880  0.187
H 0.98695 -2.64892 -0.01834  0.174
H 0.02411 -0.34308 1.80076  0.187
H -1.47883 -2.36009 1.46488  0.190
H -2.15311 -0.87092 1.45827  0.159
H -2.14687 -1.65033 0.11223  0.201
H 0.72590 3.81483 1.20109  0.026
H 1.92678 2.94303 1.32589  0.027
H 1.20368 3.27721 -0.20745  0.040

***

It comes down to i, which is 6.580 eV more stable than the next structure.

***

i | ORCA calculation (wB97M-V/def2-TZVPD) on a gas-phase ion, C4H12N2 (charge +2).

Frontier orbital gap   0.4015 hartree
LUMO level   -7.7 eV
Highest occupied orbital energy   -18.6177 eV
Structure (SMILES)   [NH3+]/C=C/CC[NH3+]
Charge   +2

Last column: Löwdin charge in e.
CARTESIAN COORDINATES (ANGSTROEM)
N 0.54827 2.24542 -2.04434  0.228
C 0.53547 1.10024 -1.08381  -0.053
C -0.02891 1.24276 0.13090  -0.024
C -0.62044 0.02605 0.81151  -0.152
C 0.10051 -1.29673 0.54711  -0.135
N -0.37550 -2.42936 1.46427  0.214
H 1.08044 3.01002 -1.61002  0.189
H 0.96626 1.98535 -2.94059  0.184
H -0.40658 2.56217 -2.22043  0.185
H 0.60322 0.14954 -1.58710  0.123
H 0.27570 2.09271 0.73265  0.142
H -1.58635 -0.12520 0.32728  0.138
H -0.71267 0.20003 1.89088  0.138
H -0.09691 -1.68240 -0.44780  0.131
H 1.17223 -1.17767 0.71646  0.146
H 0.13322 -2.25787 2.34035  0.180
H -1.33359 -2.23908 1.78424  0.178
H -0.25437 -3.40597 1.18843  0.188

***

ii | ORCA calculation (wB97M-V/def2-TZVPD) on a gas-phase ion, C4H12N2 (charge +2).

Frontier orbital gap   0.4413 hartree
LUMO level   -6.7 eV
Highest occupied orbital energy   -18.6730 eV
Structure (SMILES)   [NH3+]/C=C/CC[NH3+]
Charge   +2

Last column: Löwdin charge in e.
CARTESIAN COORDINATES (ANGSTROEM)
N -3.00434 0.30654 1.21743  0.220
C -1.94850 -0.25034 0.34474  -0.063
C -0.68157 0.09391 0.50527  -0.038
C 0.39795 -0.49555 -0.37762  -0.137
C 1.80773 0.01118 -0.04153  -0.109
N 2.66240 0.18176 -1.29490  0.203
H -2.70798 1.13445 1.73421  0.180
H -3.80101 0.59117 0.62962  0.189
H -3.39446 -0.44542 1.79342  0.189
H -2.34633 -0.95880 -0.36305  0.147
H -0.47809 0.86210 1.24132  0.132
H 0.18758 -0.35902 -1.42669  0.129
H 0.40552 -1.55841 -0.18431  0.134
H 1.86559 0.93175 0.52976  0.136
H 2.40259 -0.70523 0.53219  0.144
H 2.49080 -0.60765 -1.92195  0.176
H 2.48166 1.02375 -1.84814  0.182
H 3.66049 0.24381 -1.06978  0.185

***

It comes down to ii, which is 0.832 eV more stable than the next structure.

***

i | ORCA calculation (wB97M-V/def2-TZVPD) on a gas-phase ion, C3H6NO2S (charge +1).

Frontier orbital gap   0.3977 hartree
LUMO level   -5.1 eV
Highest occupied orbital energy   -15.8937 eV
Structure (SMILES)   C#[N+][C@H](C)[SH](=O)=O
Charge   +1

Last column: Löwdin charge in e.
CARTESIAN COORDINATES (ANGSTROEM)
C -0.35918 2.35843 -0.54593  0.364
N -0.47847 1.23849 -0.49800  0.135
C -0.43128 -0.12512 -0.23471  -0.384
C -0.85158 -0.77468 1.12076  -0.027
S 1.29247 -0.61533 -0.63904  0.741
O 2.11251 0.57410 -0.45899  -0.302
O 1.16898 -1.18535 -1.91536  -0.283
H -0.13710 3.41345 -0.47769  0.164
H -1.15877 -0.51419 -1.02264  0.180
H -1.91557 -0.64800 1.42904  0.112
H -0.26208 -0.22971 1.82941  0.076
H -0.51124 -1.85597 1.19439  0.118
H 1.53129 -1.63611 0.21877  0.106

***

ii | ORCA calculation (wB97M-V/def2-TZVPD) on a gas-phase ion, C3H6NO2S (charge +1).

Frontier orbital gap   0.3543 hartree
LUMO level   -5.3 eV
Highest occupied orbital energy   -14.8961 eV
Charge   +1

Last column: Löwdin charge in e.
CARTESIAN COORDINATES (ANGSTROEM)
C 0.49188 -2.54664 -0.64860  0.181
C -0.62706 0.95213 0.96083  -0.303
C -0.46935 0.89346 -0.49924  -0.277
N 0.69177 -1.44813 -0.75802  0.007
O -0.15715 -0.25370 1.51796  -0.091
O 1.70064 0.72384 -2.15750  -0.361
S 1.32849 0.42276 -0.82392  1.125
H 0.49418 -3.66706 -0.67583  0.157
H -0.24509 -0.30400 2.48111  0.121
H 0.15146 1.73424 1.18006  0.136
H -1.56913 1.19946 1.29506  0.116
H -0.52159 1.86589 -0.83745  0.079
H -1.26903 0.42774 -1.03448  0.111

***

It comes down to ii, which is 0.280 eV more stable than the next structure.

***

i | ORCA calculation (wB97M-V/def2-TZVPD) on 2 unconnected molecules or ions with the total composition C2H5PS.

Frontier orbital gap (alpha / beta)   0.2416 / 0.3011 hartree
LUMO level (alpha / beta)   -1.0 / -0.4 eV
Highest occupied orbital energy (alpha / beta)   -7.6157 / -8.5493 eV
Charge   0

Last column: Löwdin charge in e.
CARTESIAN COORDINATES (ANGSTROEM)
C 1.34926 -0.10239 0.20479  -0.791
C 0.95285 1.31919 0.04126  -0.231
P -1.52078 -1.59186 0.06360  0.480
S 2.61833 -0.98967 -0.06787  0.672
H 1.57257 1.98281 0.65943  0.063
H 1.03876 1.65529 -1.12722  0.137
H -0.12187 1.44430 0.47909  0.073
H -1.31348 -2.97517 0.69444  -0.200
H -1.22685 -0.87774 1.38566  -0.202

***

ii | ORCA calculation (wB97M-V/def2-TZVPD) on a molecular structure, C2H5PS.

Frontier orbital gap   0.3036 hartree
LUMO level   -0.2 eV
Highest occupied orbital energy   -8.4150 eV
Charge   0

Last column: Löwdin charge in e.
CARTESIAN COORDINATES (ANGSTROEM)
C 1.22308 -0.45238 -0.15588  -0.498
C 0.14854 0.49126 -0.52123  -0.654
P -2.19928 -0.10640 -0.16859  0.732
S 0.98800 0.93638 1.02926  0.670
H 0.94252 -1.33129 0.50448  0.066
H 2.14297 -0.37721 -0.74467  0.069
H 0.26271 1.25045 -1.24621  0.012
H -2.13595 0.73187 0.88612  -0.231
H -1.37258 -1.14268 0.41673  -0.165

***

It comes down to ii, which is 1.212 eV more stable than the next structure.

***

i | ORCA calculation (wB97M-V/def2-TZVPD) on a single C3H3N3O2S molecule.

Frontier orbital gap   0.3006 hartree
LUMO level   -0.8 eV
Highest occupied orbital energy   -8.9979 eV
Structure (SMILES)   Nc1nc([N+](=O)[O-])cs1
Charge   0

Last column: Löwdin charge in e.
CARTESIAN COORDINATES (ANGSTROEM)
N -0.17526 -2.31369 1.09693  0.086
C -0.03796 -0.98791 0.88478  -0.702
N -0.06746 -0.70772 -0.39206  0.099
C 0.01894 0.64305 -0.60658  -0.330
N -0.02561 1.27996 -1.84962  -0.315
O 0.51889 2.44414 -1.91518  0.030
O -0.62866 0.73112 -2.77683  0.094
C -0.05970 1.45030 0.55824  -0.285
S 0.14257 0.39719 1.93610  1.043
H 0.16485 -2.56365 2.03899  0.109
H 0.12354 -2.86782 0.30404  0.111
H 0.02586 2.49503 0.72119  0.061

***

ii | ORCA calculation (wB97M-V/def2-TZVPD) on a single C3H3N3O2S molecule.

Frontier orbital gap   0.2793 hartree
LUMO level   -1.3 eV
Highest occupied orbital energy   -8.8620 eV
Charge   0

Last column: Löwdin charge in e.
CARTESIAN COORDINATES (ANGSTROEM)
C 0.68173 0.79894 0.08628  -0.164
C 1.20905 -0.54169 0.02059  -0.825
C -1.60094 0.31312 0.22485  -0.016
N -0.59049 0.98267 0.12821  0.105
N 2.54223 -0.67966 -0.07655  0.074
N -2.92689 0.25016 -0.05844  -0.420
O -3.44061 1.36703 -0.07158  0.089
O -3.48672 -0.80920 -0.22795  0.097
S 0.19132 -1.85309 0.07325  0.744
H 1.32807 1.65859 0.09856  0.114
H 3.15608 0.11674 -0.09313  0.106
H 2.93718 -1.60360 -0.10410  0.097

***

It comes down to i, which is 2.208 eV more stable than the next structure.

***

i | ORCA calculation (wB97M-V/def2-TZVPD) on a single C4H10OS molecule.

Frontier orbital gap   0.3714 hartree
LUMO level   1.0 eV
Highest occupied orbital energy   -9.1459 eV
Structure (SMILES)   COCCCS
Charge   0

Last column: Löwdin charge in e.
CARTESIAN COORDINATES (ANGSTROEM)
C -0.80587 1.61753 2.61179  -0.115
O -1.11002 0.32726 2.16417  -0.207
C -0.13440 -0.34942 1.42904  -0.287
C -0.19289 -0.08873 -0.01773  -0.243
C 0.77874 -0.94174 -0.93805  -0.550
S 0.65624 -0.28752 -2.64055  0.701
H -1.16662 1.71424 3.65165  0.084
H -1.56482 2.22302 2.03427  0.096
H 0.31522 1.89818 2.36266  0.130
H 0.69889 0.06565 1.86428  0.072
H -0.04487 -1.45983 1.70904  0.159
H -1.15849 -0.51345 -0.39150  0.129
H -0.02015 0.90444 -0.23811  0.076
H 0.52314 -1.95239 -1.01673  0.036
H 1.79725 -0.89326 -0.47372  0.088
H 1.12733 -1.43026 -3.07676  -0.169

***

ii | ORCA calculation (wB97M-V/def2-TZVPD) on a single C4H10OS molecule.

Frontier orbital gap   0.3431 hartree
LUMO level   1.0 eV
Highest occupied orbital energy   -8.2954 eV
Structure (SMILES)   COCCSC
Charge   0

Last column: Löwdin charge in e.
CARTESIAN COORDINATES (ANGSTROEM)
C 2.80416 -0.58874 0.32969  -0.072
O 1.61666 -0.75626 -0.45117  -0.197
C 0.88797 0.36524 -0.66061  -0.372
C -0.43184 0.45954 0.10491  -0.527
S -1.48062 -0.91545 -0.25110  0.820
C -3.14946 -0.21409 0.07957  -0.387
H 3.27559 -1.61271 0.39887  0.115
H 2.52192 -0.11488 1.23123  0.071
H 3.53019 0.04625 -0.12139  0.070
H 0.69529 0.35475 -1.75488  0.129
H 1.40495 1.28800 -0.44975  0.113
H -0.95394 1.43544 0.04215  0.086
H -0.18806 0.46186 1.19212  0.084
H -3.88730 -0.51482 -0.71329  0.047
H -3.59649 -0.56793 0.94733  -0.008
H -3.04903 0.87380 0.07634  0.027

***

It comes down to ii, which is 0.562 eV more stable than the next structure.

***

i | ORCA calculation (wB97M-V/def2-TZVPD) on a single C4H10OS molecule.

Frontier orbital gap   0.3690 hartree
LUMO level   0.9 eV
Highest occupied orbital energy   -9.1709 eV
Structure (SMILES)   COCCCS
Charge   0

Last column: Löwdin charge in e.
CARTESIAN COORDINATES (ANGSTROEM)
C -2.68704 0.71295 0.31669  -0.086
O -1.69200 -0.26752 -0.07294  -0.232
C -0.29534 0.02404 0.33668  -0.212
C 0.68627 -1.05196 -0.20044  -0.220
C 2.17069 -0.61427 -0.41865  -0.504
S 2.81176 1.08797 -1.02293  0.623
H -3.55142 0.45900 -0.20743  0.056
H -2.24133 1.67547 0.01396  0.092
H -2.94978 0.55815 1.37901  0.090
H -0.00648 1.04236 -0.01472  0.087
H -0.25904 0.00937 1.46872  0.132
H 0.31971 -1.41222 -1.22524  0.129
H 0.50906 -1.97934 0.27134  0.089
H 2.58265 -1.32453 -1.08234  0.035
H 2.63296 -0.68839 0.58488  0.059
H 1.96932 1.76891 -0.12659  -0.137

***

ii | ORCA calculation (wB97M-V/def2-TZVPD) on 2 unconnected molecules or ions with the total composition C4H10OS.

Frontier orbital gap   0.3587 hartree
LUMO level   0.8 eV
Highest occupied orbital energy   -9.0018 eV
Structure (SMILES)   CC=O.CCS
Charge   0

Last column: Löwdin charge in e.
CARTESIAN COORDINATES (ANGSTROEM)
C 2.20986 -0.79009 0.18168  -0.058
C 1.27212 0.44132 0.65535  -0.376
O 1.29538 1.52202 0.12667  0.020
H 2.62359 -0.61239 -0.86670  0.085
H 1.65207 -1.78127 0.12945  0.072
H 3.04741 -1.03148 0.85011  0.060
H 1.03315 0.34726 1.72508  0.066
C -1.21925 -0.03938 -1.39993  -0.155
C -1.58656 0.58351 -0.03711  -0.579
S -1.42589 -0.50174 1.47332  0.703
H -1.74745 -0.99661 -1.26012  0.059
H -0.29328 -0.55262 -1.55131  0.047
H -1.50389 0.54827 -2.28242  0.087
H -0.89673 1.40739 -0.05977  0.025
H -2.63012 0.99995 0.00621  0.081
H -1.83041 0.45586 2.30950  -0.135

***

iii | ORCA calculation (wB97M-V/def2-TZVPD) on a single C4H10OS molecule.

Frontier orbital gap   0.3060 hartree
LUMO level   0.8 eV
Highest occupied orbital energy   -7.5475 eV
Charge   0

Last column: Löwdin charge in e.
CARTESIAN COORDINATES (ANGSTROEM)
C 0.79063 1.56784 -0.01805  -0.457
C -1.40278 -0.23676 -1.26938  -0.312
C 1.50261 -0.55413 1.70563  -0.217
C -0.42910 -0.97535 -0.43807  -0.324
O -2.29605 0.61745 -0.50995  -0.086
S 0.11518 0.34572 0.80449  0.917
H 0.04485 2.29834 -0.32831  -0.008
H 1.45824 1.21119 -0.74323  -0.023
H -0.64735 0.33627 -1.86014  0.115
H -2.00188 -0.83498 -1.87886  0.101
H -1.87258 1.42800 -0.33262  0.019
H 1.48557 -0.22510 2.75035  0.048
H 1.17478 -1.60283 1.72274  0.047
H 2.42005 -0.41594 1.28721  0.008
H 0.50115 -1.25616 -1.04043  0.129
H -0.84332 -1.70357 0.14862  0.045

***

It comes down to i, which is 0.267 eV more stable than the next structure.

***

i | ORCA calculation (wB97M-V/def2-TZVPD) on a single C4H10OS molecule.

Frontier orbital gap   0.3669 hartree
LUMO level   0.9 eV
Highest occupied orbital energy   -9.1165 eV
Structure (SMILES)   OCCCCS
Charge   0

Last column: Löwdin charge in e.
CARTESIAN COORDINATES (ANGSTROEM)
O -3.07033 0.28178 0.75908  -0.086
C -1.87868 -0.51558 0.68266  -0.248
C -0.81167 0.04409 -0.28101  -0.205
C 0.59027 -0.31746 0.15799  -0.304
C 1.65572 0.38446 -0.69730  -0.572
S 3.21189 -0.56522 -0.75743  0.689
H -2.85633 1.17729 1.05913  0.083
H -1.43259 -0.57702 1.66939  0.107
H -2.23855 -1.47105 0.30433  0.120
H -0.92100 1.12844 -0.40189  0.117
H -1.00519 -0.35548 -1.28100  0.117
H 0.71207 -1.39754 0.06984  0.099
H 0.80331 -0.09117 1.21286  0.115
H 1.29053 0.48799 -1.71835  0.063
H 1.88437 1.35847 -0.29075  0.067
H 4.06620 0.42801 -0.48755  -0.162

***

ii | ORCA calculation (wB97M-V/def2-TZVPD) on 2 unconnected molecules or ions with the total composition C4H10OS.

Frontier orbital gap   0.3613 hartree
LUMO level   1.0 eV
Highest occupied orbital energy   -8.8691 eV
Structure (SMILES)   C=CO.CSC
Charge   0

Last column: Löwdin charge in e.
CARTESIAN COORDINATES (ANGSTROEM)
C -0.26228 0.25850 2.78877  0.002
C 0.04054 1.51988 2.53514  -0.254
O 0.81580 1.87938 1.41927  -0.067
H -1.15275 0.05593 3.37023  0.057
H 0.21915 -0.49284 2.18477  0.050
H -0.52890 2.39068 2.83677  0.107
H 0.42866 1.28535 0.75791  -0.003
C -0.58812 -2.10188 -0.91138  -0.406
S -0.14440 -0.36906 -1.19273  0.755
C 0.30498 -0.39168 -2.94703  -0.417
H -1.60744 -2.36224 -1.16129  0.031
H 0.12514 -2.70801 -1.46240  0.033
H -0.47525 -2.23923 0.16106  0.016
H 0.87274 0.52163 -3.09691  0.027
H -0.61765 -0.46197 -3.51751  0.030
H 0.93973 -1.20910 -3.28574  0.038

***

It comes down to i, which is 1.117 eV more stable than the next structure.